Entry 1:
# C32H80F2LiNO20S2

A structure of composition C32H80F2LiNO20S2 in a non-equilibrium geometry (the ωB97M-V functional and the def2-TZVPD basis, the Open Molecules 2025 dataset).

Positions of all 138 atoms, in Å:
Li -1.44 2.70 -0.07
N -1.06 0.79 0.22
S -1.72 -0.54 0.77
O -1.65 -0.86 2.23
O -2.07 -1.58 -0.18
F -3.11 0.29 0.73
S 0.36 -0.10 0.39
O 0.70 -0.91 -0.75
O 0.89 -0.44 1.73
F 1.05 1.27 0.06
C 4.39 2.21 1.62
O 4.89 3.06 0.60
C 4.52 2.70 -0.74
C 5.02 3.67 -1.78
O 4.38 4.93 -1.77
C 4.70 5.76 -2.90
H 3.30 2.14 1.56
H 4.56 2.62 2.61
H 4.64 1.15 1.56
H 3.43 2.61 -0.78
H 5.00 1.74 -0.94
H 4.97 3.25 -2.78
H 6.05 3.94 -1.53
H 4.32 5.20 -3.75
H 5.76 5.92 -3.10
H 4.14 6.69 -2.76
C 0.12 -2.25 -4.03
O 0.65 -2.48 -5.37
C 1.39 -3.68 -5.52
C 2.08 -3.67 -6.94
O 2.80 -2.43 -7.23
C 3.23 -2.55 -8.62
H 0.83 -2.44 -3.23
H -0.69 -2.95 -3.79
H -0.18 -1.21 -3.95
H 0.79 -4.58 -5.39
H 2.08 -3.68 -4.67
H 1.25 -3.91 -7.60
H 2.73 -4.54 -6.89
H 3.92 -3.35 -8.88
H 3.98 -1.75 -8.66
H 2.36 -2.31 -9.23
C -4.30 4.82 -0.12
O -2.96 4.59 0.31
C -2.69 5.02 1.70
C -2.14 3.85 2.51
O -0.90 3.41 1.90
C 0.05 2.84 2.77
H -4.55 3.92 -0.68
H -4.43 5.68 -0.78
H -4.94 4.74 0.75
H -3.58 5.46 2.14
H -2.05 5.90 1.78
H -2.84 3.02 2.53
H -1.89 4.22 3.51
H 0.55 3.60 3.37
H 0.91 2.43 2.25
H -0.39 2.15 3.49
C 3.37 2.24 6.27
O 2.57 1.98 5.14
C 1.96 0.77 5.15
C 2.93 -0.42 4.88
O 2.54 -1.64 5.51
C 3.40 -2.70 5.16
H 2.79 2.42 7.17
H 3.93 3.16 6.12
H 4.25 1.61 6.41
H 1.08 0.69 4.50
H 1.48 0.55 6.11
H 4.00 -0.33 5.05
H 2.91 -0.54 3.79
H 4.39 -2.72 5.62
H 3.49 -2.78 4.08
H 3.02 -3.68 5.46
C 6.82 -3.93 -3.48
O 5.92 -3.72 -2.33
C 5.30 -2.39 -2.44
C 4.21 -2.28 -1.32
O 4.75 -2.55 -0.06
C 4.11 -1.92 1.07
H 6.05 -3.82 -4.25
H 7.30 -4.91 -3.44
H 7.68 -3.27 -3.56
H 4.66 -2.18 -3.30
H 6.03 -1.59 -2.49
H 3.44 -3.04 -1.43
H 3.80 -1.27 -1.40
H 4.58 -2.18 2.02
H 3.06 -2.19 1.02
H 4.13 -0.83 1.08
C 1.28 4.31 -0.46
O -0.03 3.94 -0.91
C -0.25 4.40 -2.24
C -1.71 4.24 -2.54
O -2.22 2.94 -2.18
C -1.84 1.83 -2.88
H 2.03 4.07 -1.22
H 1.56 3.88 0.50
H 1.37 5.38 -0.28
H 0.36 3.83 -2.94
H 0.13 5.41 -2.41
H -1.92 4.39 -3.60
H -2.23 5.02 -1.99
H -2.33 1.89 -3.86
H -2.05 0.93 -2.30
H -0.76 1.70 -2.96
C -8.73 -3.05 7.69
O -7.86 -3.16 6.58
C -7.79 -2.05 5.74
C -6.81 -2.34 4.55
O -6.28 -1.08 4.11
C -5.10 -1.08 3.21
H -8.73 -3.99 8.25
H -9.76 -2.93 7.34
H -8.40 -2.22 8.31
H -7.46 -1.13 6.21
H -8.75 -1.75 5.32
H -7.30 -2.96 3.80
H -5.90 -2.91 4.76
H -4.70 -0.11 2.93
H -5.30 -1.54 2.24
H -4.28 -1.55 3.75
C -6.34 -1.79 -1.55
O -5.85 -3.06 -1.69
C -4.63 -3.13 -2.47
C -3.94 -4.44 -2.04
O -2.70 -4.50 -2.81
C -1.54 -5.01 -2.15
H -6.95 -1.78 -0.65
H -6.93 -1.51 -2.42
H -5.62 -1.00 -1.33
H -4.02 -2.23 -2.34
H -4.95 -3.21 -3.50
H -4.55 -5.30 -2.32
H -3.77 -4.48 -0.97
H -0.61 -4.59 -2.55
H -1.46 -6.06 -2.43
H -1.51 -4.88 -1.07

Properties
E_HOMO = -9.19 eV

Here are the Löwdin charges for atoms 1 to 6, given in e: Li 0.63; N -0.28; S 0.46; O -0.27; O -0.26; F -0.25

Entry 2:
# C3H3NaO3Tl

A structure of composition C3H3NaO3Tl in a non-equilibrium geometry (the ωB97M-V functional and the def2-TZVPD basis, the Open Molecules 2025 dataset).

Positions of all 11 atoms, in Å:
O 2.09 -0.64 0.54
C 1.39 -0.11 1.49
C -0.07 -0.03 1.37
H 1.88 0.56 2.21
H -0.56 0.54 2.17
H -0.49 -1.00 1.07
Na 1.15 -1.12 -1.39
O -0.58 0.80 -0.23
C -0.98 0.27 -1.36
O -1.78 1.00 -2.03
Tl -2.05 -0.27 -3.83

Properties
Multiplicity = 2
E_HOMO (alpha / beta) = -6.20 / -7.36 eV
ΔE to the lowest compared entry with this formula, charge and spin = 0.0 kcal/mol

Here are the Löwdin charges for atoms 1 to 6, given in e: O -0.20; C -0.33; C -0.02; H 0.10; H 0.09; H 0.09

Entry 3:
# C24H24N4O4

A cluster of 3 separate species, C24H24N4O4 in total (the ωB97M-V functional and the def2-TZVPD basis, the Open Molecules 2025 dataset).

Positions of all 56 atoms, in Å:
O -3.47 1.23 2.45
N -3.24 1.29 1.26
O -3.01 0.33 0.55
C -3.23 2.62 0.62
C -3.45 3.73 1.41
C -3.43 4.98 0.81
C -3.18 5.10 -0.55
C -2.97 3.96 -1.32
C -3.00 2.71 -0.73
H -3.64 3.64 2.47
H -3.59 5.87 1.41
H -3.16 6.08 -1.01
H -2.79 4.05 -2.38
H -2.84 1.82 -1.33
O -1.76 0.48 -5.00
N -1.13 0.30 -3.98
O -1.59 0.36 -2.86
C 0.31 0.01 -4.11
C 0.89 -0.01 -5.36
C 2.25 -0.26 -5.46
C 3.00 -0.49 -4.31
C 2.39 -0.47 -3.06
C 1.04 -0.23 -2.95
H 0.30 0.17 -6.24
H 2.72 -0.28 -6.43
H 4.07 -0.68 -4.39
H 2.98 -0.65 -2.17
H 0.56 -0.21 -1.98
C -1.35 -3.05 4.79
C -1.55 -1.84 3.86
C -0.23 -1.34 3.22
C -0.30 -1.19 1.68
C 0.94 -1.73 1.05
C 0.99 -3.04 0.62
C 2.18 -3.59 0.07
C 3.30 -2.81 -0.03
C 3.29 -1.46 0.40
N 4.43 -0.72 0.28
C 4.33 0.51 0.68
C 3.15 1.06 1.20
N 2.05 0.38 1.34
C 2.10 -0.92 0.93
H -2.28 -3.61 4.89
H -0.59 -3.70 4.38
H -1.06 -2.73 5.78
H -2.00 -1.05 4.45
H -2.28 -2.09 3.10
H 0.56 -2.04 3.48
H 0.03 -0.39 3.67
H -1.18 -1.70 1.30
H -0.41 -0.13 1.46
H 0.11 -3.67 0.69
H 2.20 -4.61 -0.26
H 4.22 -3.20 -0.44
H 5.20 1.14 0.58
H 3.14 2.10 1.49

Properties
E_HOMO = -8.81 eV
ΔE to the lowest compared entry with this formula, charge and spin = 179.6 kcal/mol

Here are the Löwdin charges for atoms 1 to 6, given in e: O 0.07; N -0.34; O 0.08; C -0.14; C -0.01; C -0.07

Entry 4:
# C3H3O3Zn

A structure of composition C3H3O3Zn in a non-equilibrium geometry (the ωB97M-V functional and the def2-TZVPD basis, the Open Molecules 2025 dataset).

Positions of all 10 atoms, in Å:
C -0.51 0.18 -0.23
C -1.75 -0.35 -0.42
O -0.26 1.45 -0.21
H -1.88 -1.43 -0.46
H -2.62 0.32 -0.51
H 0.39 1.68 0.48
O 2.06 -0.19 0.31
C 1.12 -0.95 0.05
O 0.94 -2.11 -0.04
Zn 2.52 1.39 1.04

Properties
Multiplicity = 2
Net charge = +2
E_HOMO (alpha / beta) = -19.23 / -19.11 eV
ΔE to the lowest compared entry with this formula, charge and spin = 53.5 kcal/mol

Here are the Löwdin charges for atoms 1 to 6, given in e: C -0.10; C 0.31; O 0.15; H 0.13; H 0.14; H 0.08

| no. | E_tot (eV) |
| --- | --- |
| 1 | -104217.165 |
| 2 | -18408.864 |
| 3 | -39422.520 |
| 4 | -57694.035 |